Record 1
6
Properties=species:S:1:pos:R:3:forces:R:3 method="wB97M-V/def2-TZVPD" total_charge=0 homo_lumo_gap_ev=11.89 largest_force_ha_per_bohr=0.044 smiles=O.O e_tot_ev=-4159.67809 de_lowest_kj_mol=25.2 e_homo_ev=-11.09 multiplicity=1
H 2.061 -0.612 0.606 -0.0375 0.5958 -1.1449
H 1.326 0.664 0.205 0.9020 -1.1275 -0.9103
H -1.941 0.757 -0.152 0.3790 -0.3906 0.1885
H -1.956 -0.728 -0.490 0.7857 0.6554 0.6305
O 1.943 -0.022 -0.182 -0.8657 0.4732 2.0137
O -1.433 -0.059 0.014 -1.1635 -0.2062 -0.7775

Record 2
17
Properties=species:S:1:pos:R:3:forces:R:3 method="wB97M-V/def2-TZVPD" total_charge=+1 homo_lumo_gap_ev=9.02 largest_force_ha_per_bohr=0.088 e_tot_ev=-13908.65685 de_lowest_kj_mol=151.0 e_homo_ev=-12.72 multiplicity=1
C 2.038 -0.088 -0.652 0.7926 -0.2874 0.9700
C 1.375 -1.874 -2.237 1.9389 0.9739 0.8474
C -0.957 1.000 1.967 2.2402 -0.9149 1.5956
C 1.105 -0.665 -1.396 0.0929 0.9426 0.0841
N -2.370 1.139 1.511 2.7580 0.2983 -1.4293
I -0.791 0.496 -1.478 0.8934 -0.8288 -0.8115
H -0.719 1.115 3.102 -1.4373 -0.1195 -1.8528
H 1.943 0.946 -0.209 0.2407 -1.5444 -0.3320
H 2.937 -0.779 -0.429 -1.1791 1.7293 -0.4515
H 2.416 -2.222 -1.947 -1.3287 0.1288 -0.1243
H 1.473 -1.646 -3.271 -0.1344 0.5433 -0.9030
H 0.667 -2.622 -2.154 -1.3725 -1.6591 0.3727
H -0.322 1.804 1.492 -0.9557 -1.1919 0.0738
H -0.627 -0.050 1.708 -0.1561 1.4575 0.0163
H -3.056 0.561 1.817 -2.3942 -2.4739 2.8983
H -2.457 0.823 0.540 0.9365 0.8123 -0.8747
H -2.654 2.061 1.635 -0.9351 2.1339 -0.0790

Record 3
49
Properties=species:S:1:pos:R:3:forces:R:3 method="wB97M-V/def2-TZVPD" total_charge=+3 homo_lumo_gap_ev="4.13 / 4.33" largest_force_ha_per_bohr=0.009 e_tot_ev=-236933.81465 de_lowest_kj_mol=168.1 s_squared=0.97 e_homo_ev="-15.04 / -15.04" multiplicity=2
Ir 0.284 -0.678 -0.152 -0.1760 -0.1185 0.1300
Se 5.494 -4.661 -1.352 0.0465 0.0011 0.0442
Se 5.591 -6.815 -1.712 -0.0561 0.0023 -0.0261
Te 3.520 -7.794 -0.613 -0.0336 -0.1267 0.1056
Se 2.556 -6.017 0.557 0.1580 -0.0703 -0.1748
C 0.836 3.719 0.307 -0.0143 0.0060 0.0284
C 0.198 2.319 0.382 0.0069 -0.0002 0.0467
N 1.181 1.253 0.043 -0.1698 0.0646 -0.0918
C 2.220 1.245 1.105 0.0294 -0.0296 0.0028
C 2.792 2.660 1.331 0.0233 -0.0082 0.0227
N 2.319 3.534 0.209 -0.0156 0.0217 0.0014
C 2.654 2.913 -1.113 0.0421 -0.0171 -0.0213
C 1.836 1.611 -1.245 0.0511 0.0019 0.0254
H 0.628 4.311 1.196 -0.0040 0.0021 -0.0046
H 0.519 4.283 -0.568 0.0129 -0.0169 -0.0123
H -0.640 2.250 -0.304 0.0172 0.0142 -0.0046
H -0.168 2.112 1.386 -0.0158 -0.0171 -0.0098
H 3.006 0.555 0.796 -0.0095 -0.0050 -0.0059
H 1.774 0.862 2.019 -0.0041 0.0055 -0.0020
H 3.880 2.671 1.332 -0.0023 -0.0030 -0.0081
H 2.441 3.107 2.259 -0.0045 0.0046 -0.0078
H 2.777 4.444 0.277 -0.0018 -0.0020 0.0034
H 3.728 2.736 -1.124 -0.0021 -0.0077 0.0093
H 2.414 3.633 -1.892 0.0008 0.0013 0.0046
H 2.493 0.794 -1.532 -0.0488 -0.0249 -0.0350
H 1.061 1.695 -2.004 -0.0025 0.0349 0.0091
C -2.669 -3.737 -0.137 -0.0082 -0.1355 0.0830
S -0.949 -3.773 0.338 0.0841 0.4636 -0.0663
C -1.034 -3.165 2.030 -0.1536 -0.1303 0.0428
O -0.321 -2.633 -0.489 0.1911 -0.1063 -0.0314
H -3.027 -2.711 -0.084 -0.0204 -0.0130 0.0196
H -3.235 -4.383 0.535 0.0042 -0.0116 -0.0010
H -2.733 -4.119 -1.154 0.0042 0.0142 -0.0078
H -0.734 -3.960 2.710 -0.0094 -0.0158 -0.0080
H -2.037 -2.827 2.279 0.0155 0.0358 -0.0140
H -0.327 -2.334 2.070 -0.0037 0.0087 0.0038
C -3.335 1.144 -1.432 0.0324 -0.0010 0.0422
C -3.791 0.835 0.007 0.0152 -0.0078 -0.0084
C -2.586 0.150 0.666 -0.0142 0.0013 0.0067
O -1.551 0.145 -0.359 0.0989 0.2284 -0.0938
C -2.215 0.155 -1.661 -0.1044 -0.1052 0.0041
H -2.952 2.163 -1.503 -0.0134 0.0017 -0.0368
H -4.135 1.036 -2.160 -0.0110 -0.0082 0.0110
H -4.651 0.169 0.010 -0.0012 0.0011 -0.0046
H -4.075 1.740 0.539 -0.0228 -0.0115 0.0082
H -2.797 -0.881 0.950 0.0266 0.0097 0.0178
H -2.177 0.669 1.530 0.0090 0.0284 -0.0203
H -2.583 -0.853 -1.869 0.0354 -0.0111 -0.0129
H -1.474 0.425 -2.407 0.0185 0.0510 0.0365

Record 4
51
Properties=species:S:1:pos:R:3:forces:R:3 method="wB97M-V/def2-TZVPD" total_charge=0 homo_lumo_gap_ev="5.62 / 5.55" largest_force_ha_per_bohr=0.083 e_tot_ev=-60264.04967 de_lowest_kj_mol=892.3 s_squared=2.01 e_homo_ev="-5.71 / -5.72" multiplicity=3
P -0.781 3.167 -4.601 -2.9836 0.1890 0.2892
P -3.982 2.495 -3.063 1.0476 1.9549 -0.6007
C -2.472 3.229 -5.306 0.8246 -0.3297 -0.6731
C -3.546 3.682 -4.347 -1.6253 0.5467 -0.4774
H -2.643 2.231 -5.759 -0.1182 0.4371 0.3066
H -2.374 3.941 -6.148 -0.2235 -0.2469 0.2402
H -3.308 4.646 -3.925 -0.0543 0.3332 0.0893
H -4.485 3.776 -4.876 -0.1983 0.6986 -0.8205
C -5.001 1.398 -3.948 -1.8441 0.2638 -0.6356
H -5.197 0.486 -3.413 -0.1802 -0.3299 0.2139
H -4.607 1.182 -4.932 0.0264 -0.0721 -0.2046
H -5.911 1.983 -4.018 -0.7934 -0.3789 -0.6058
C -4.949 3.163 -1.787 -2.8731 1.4338 0.0320
H -5.942 3.185 -2.215 -0.9104 0.4734 0.1973
H -4.705 4.172 -1.484 0.1478 0.2302 -0.0653
H -5.029 2.552 -0.897 0.0122 -0.2342 -0.3218
C 0.257 2.822 -5.935 1.3481 0.4043 -2.0609
H 1.268 2.574 -5.579 -0.2680 0.0875 -0.1693
H 0.318 3.707 -6.600 0.1045 -0.5714 0.1559
H -0.138 1.970 -6.510 0.1429 0.1975 0.2178
C -0.569 4.912 -4.110 0.9061 0.7320 0.1155
H -1.407 5.306 -3.484 0.7347 -0.5946 -0.5134
H -0.474 5.532 -5.020 -0.2671 -0.3160 0.1327
H 0.382 5.053 -3.548 -0.6693 -0.0150 -0.4914
Ti 1.363 1.064 -1.792 -1.7762 1.9671 1.5867
C -3.423 0.907 -0.407 3.1376 -0.9701 -0.3060
C -3.312 0.014 -1.417 2.5268 -0.0438 1.0067
C -2.641 0.466 -2.684 1.6279 -1.8932 -0.3507
C -1.240 0.429 -3.322 0.5949 -0.8011 -0.4096
C -0.599 1.897 -3.391 1.7136 0.5334 0.6610
C -0.630 2.875 -2.153 2.9983 -1.6323 -0.1070
C -1.881 3.253 -1.504 -1.5114 -0.9620 1.4312
C -2.706 2.267 -0.401 0.1778 2.2110 -0.7459
C 1.022 1.388 0.307 0.8079 0.5258 -0.4670
H -3.491 0.539 0.640 -0.9165 0.2436 -0.8383
H -3.364 -1.063 -1.235 -0.8926 0.2830 -0.0264
H -2.655 1.567 -2.618 -0.0096 -1.9420 0.3406
H -3.335 0.175 -3.456 0.2563 -0.0746 -0.4706
H -0.493 -0.262 -2.844 -0.6716 0.8429 -0.1779
H -1.240 0.064 -4.398 -0.3155 0.2444 1.1423
H 0.501 1.662 -3.736 -0.5733 -0.0421 0.9400
H -0.109 3.841 -2.377 -0.1436 -1.6375 0.5486
H -2.548 3.691 -2.256 -0.2238 -0.0555 0.5435
H -1.709 4.153 -0.924 0.4401 -0.0767 0.7594
H -2.040 2.367 0.452 0.0098 -0.5889 0.2026
H -3.513 2.956 -0.207 0.2110 0.4134 0.8846
H 0.111 1.597 0.893 0.4099 -0.3340 -0.3999
H 1.581 2.354 0.228 -0.2035 -0.0333 0.2780
H 1.722 0.715 0.826 -0.3161 -0.0385 0.2034
N 1.822 -2.135 -2.289 -0.7487 2.8950 0.7375
C 1.563 -1.004 -2.035 1.1045 -3.9273 -1.3177

Record 5
94
Properties=species:S:1:pos:R:3:forces:R:3 method="wB97M-V/def2-TZVPD" total_charge=+1 homo_lumo_gap_ev=7.67 largest_force_ha_per_bohr=0.009 e_tot_ev=-92497.43259 de_lowest_kj_mol=0.0 e_homo_ev=-10.35 multiplicity=1
Sc -0.237 -0.427 0.374 0.2464 0.3535 -0.0747
C 1.720 1.295 5.376 -0.0015 0.0248 -0.0262
C 2.464 1.611 4.106 -0.0620 -0.0211 -0.0395
C 3.627 2.369 4.176 0.0422 0.0259 -0.0352
C 4.405 2.613 3.054 -0.0214 -0.0136 0.0257
C 4.064 2.012 1.853 -0.0386 -0.0306 -0.0032
C 2.912 1.241 1.747 0.0522 0.0710 -0.0219
C 2.648 0.476 0.483 0.0046 -0.2678 0.0562
C 2.058 1.127 2.848 -0.0149 -0.0852 -0.0202
N 0.840 0.412 2.688 -0.1131 0.1265 0.2516
C -0.239 0.950 3.143 0.0706 -0.0642 -0.0635
O -0.441 2.171 3.581 0.0084 0.0687 0.0176
C -1.461 0.103 3.147 -0.1188 -0.1086 -0.0062
C -2.497 0.163 4.059 0.0004 -0.0555 -0.0036
C -3.487 -0.815 3.970 0.0146 -0.0045 -0.0296
C -3.415 -1.811 3.004 0.0409 0.0203 0.0478
C -2.358 -1.766 2.110 -0.0277 -0.0114 -0.0297
N -1.444 -0.811 2.182 -0.0453 0.0913 0.1052
C -2.090 -2.773 1.012 -0.0165 -0.0335 -0.0471
O -2.806 -3.754 0.915 0.0295 0.0204 -0.0060
N -1.013 -2.421 0.263 -0.1071 0.0285 0.0233
C -0.615 -3.369 -0.731 0.0684 0.0704 -0.0269
C -1.386 -3.617 -1.867 -0.0073 -0.0074 0.0013
C -2.671 -2.887 -2.154 -0.0363 -0.0424 0.0186
C -0.932 -4.564 -2.781 -0.0180 -0.0478 0.0345
C 0.268 -5.228 -2.595 -0.0235 -0.0209 0.0055
C 1.037 -4.951 -1.475 -0.0002 0.0255 0.0059
C 0.604 -4.029 -0.531 -0.0207 -0.0118 0.0015
C 1.409 -3.788 0.718 -0.0391 -0.0293 0.0498
H 2.418 1.269 6.212 -0.0011 -0.0071 -0.0016
H 1.229 0.323 5.316 -0.0075 0.0031 0.0100
H 0.956 2.040 5.602 -0.0184 0.0045 0.0039
H 3.940 2.753 5.140 -0.0019 0.0038 0.0022
H 5.304 3.210 3.132 0.0067 -0.0032 0.0031
H 4.717 2.105 0.993 0.0064 0.0072 -0.0011
H 1.973 0.972 -0.214 0.0384 0.0798 -0.0213
H 2.241 -0.519 0.733 0.0596 0.1056 0.0191
H 3.581 0.260 -0.035 -0.0305 0.0829 -0.0690
H -2.518 0.928 4.821 0.0070 0.0055 0.0020
H -4.308 -0.806 4.674 -0.0036 -0.0032 0.0030
H -4.141 -2.607 2.927 0.0013 -0.0093 -0.0025
H -3.013 -2.296 -1.309 0.0168 -0.0235 -0.0108
H -3.460 -3.598 -2.399 -0.0126 -0.0053 -0.0005
H -2.550 -2.219 -3.013 -0.0013 -0.0370 0.0196
H -1.535 -4.777 -3.656 -0.0025 -0.0009 -0.0116
H 0.604 -5.958 -3.319 -0.0032 -0.0101 -0.0018
H 1.976 -5.468 -1.319 0.0058 -0.0066 0.0002
H 2.367 -4.304 0.666 0.0015 -0.0004 0.0000
H 0.873 -4.144 1.600 0.0046 0.0048 0.0067
H 1.619 -2.726 0.899 -0.0126 -0.0480 -0.0195
C -3.957 0.731 -0.027 0.0044 -0.0014 0.0068
C -3.103 0.570 -1.248 0.0103 0.0233 -0.0153
C -3.600 0.823 -2.520 0.0014 -0.0028 0.0205
C -2.731 0.702 -3.605 0.0286 0.0158 -0.0170
C -1.407 0.359 -3.422 -0.0026 0.0162 0.0307
C -0.957 0.046 -2.115 -0.0345 -0.0278 0.0298
N -1.835 0.192 -1.077 0.0738 -0.0485 0.0594
N 0.267 -0.362 -1.720 -0.0712 -0.1189 -0.1917
Si 1.548 -0.831 -2.834 -0.0306 -0.0236 -0.0607
C 2.298 0.747 -3.533 -0.0399 -0.0100 0.0115
C 2.862 -1.811 -1.928 0.0450 0.0164 0.0504
C 0.945 -1.921 -4.226 -0.0204 0.0241 0.0170
H -4.225 1.779 0.110 -0.0007 0.0038 -0.0026
H -3.427 0.404 0.864 -0.0044 -0.0033 0.0043
H -4.878 0.155 -0.124 -0.0033 -0.0007 -0.0006
H -4.638 1.092 -2.655 -0.0075 0.0001 0.0001
H -3.096 0.893 -4.607 0.0001 -0.0017 -0.0013
H -0.736 0.280 -4.263 0.0183 -0.0048 -0.0166
H 2.693 1.389 -2.740 0.0022 -0.0022 0.0196
H 1.563 1.324 -4.102 0.0006 0.0167 -0.0030
H 3.124 0.523 -4.211 0.0058 -0.0191 -0.0088
H 2.650 -2.001 -0.877 -0.0110 0.0276 -0.0551
H 3.837 -1.323 -1.990 0.0111 0.0080 0.0027
H 2.951 -2.790 -2.403 0.0135 0.0045 -0.0087
H 0.220 -1.470 -4.901 -0.0120 0.0049 -0.0286
H 0.505 -2.833 -3.815 0.0363 0.0759 -0.0151
H 1.807 -2.218 -4.831 0.0300 0.0076 0.0178
N 0.991 4.096 2.321 0.0329 -0.0560 -0.0189
C 0.888 4.174 0.852 -0.0186 0.0703 0.0067
P -0.445 3.145 0.158 0.1432 -0.0298 -0.0790
O -1.814 3.718 0.334 -0.0429 0.0205 0.0018
O -0.173 1.710 0.544 -0.0417 -0.1015 0.0332
C -0.178 3.305 -1.683 -0.0289 -0.0006 0.0108
N -1.560 3.479 -2.234 -0.0268 -0.0030 -0.0958
H 0.190 2.848 3.160 0.0729 -0.0590 0.0387
H 0.663 4.957 2.742 -0.0319 0.0024 0.0012
H 1.964 3.981 2.589 -0.0300 -0.0048 0.0302
H 1.825 3.835 0.402 -0.0277 -0.0460 0.0032
H 0.717 5.199 0.513 0.0273 -0.0026 -0.0126
H 0.283 2.421 -2.122 0.0167 0.0078 0.0097
H 0.412 4.186 -1.931 0.0020 0.0038 0.0195
H -1.616 4.185 -2.964 0.0010 -0.0229 0.0168
H -2.136 3.752 -1.395 -0.0159 -0.0031 0.0187
H -1.926 2.594 -2.613 0.0058 0.0303 0.0288

Record 6
11
Properties=species:S:1:pos:R:3:forces:R:3 method="wB97M-V/def2-TZVPD" total_charge=0 homo_lumo_gap_ev=11.23 largest_force_ha_per_bohr=0.107 smiles=F[C@H](Cl)C(Cl)[C@H](F)Cl e_tot_ev=-46160.12622 de_lowest_kj_mol=177.8 e_homo_ev=-10.74 multiplicity=1
C -0.272 -0.680 1.107 4.6915 -2.3938 -1.5677
C 0.352 0.429 0.208 2.2048 -4.3867 0.3650
C -0.422 0.640 -1.002 0.1414 -1.7345 -2.6819
H -1.121 -0.212 1.500 -1.6257 -0.5014 1.4147
H 0.611 1.213 0.775 -0.0499 3.3725 1.9401
H -1.464 0.837 -0.822 -0.4139 0.1447 0.0129
F 0.741 -1.191 2.060 -2.5733 2.2522 -0.8252
F -0.362 -0.626 -1.720 -0.3807 3.3522 -0.4513
Cl -0.372 -2.177 0.092 -1.2845 -0.3304 2.0217
Cl 2.063 -0.125 -0.148 -0.4537 0.3147 -0.4452
Cl 0.245 1.891 -2.050 -0.2559 -0.0895 0.2169